1.
One molecule with the formula CH3NSi in a non-equilibrium geometry. Source: OMol25; level of theory: wB97M-V/def2-TZVPD.

Last column: Löwdin charge in e.
CARTESIAN COORDINATES (ANGSTROEM)
N -0.7897 -2.9661 1.0651  0.07
C -0.3963 -1.9037 0.8359  -0.48
Si -0.0706 -0.2739 0.1113  0.57
H -0.4779 -0.6224 -1.3537  -0.05
H -1.0343 0.6100 1.0155  -0.04
H 1.4434 -0.1018 -0.0331  -0.07

**Energy above the lowest of the compared OMol25 structures with the same formula, charge and spin**: 7.3 kcal/mol
**M**: 57.13 u
**SMILES string**: N#C[SiH3]
**HOMO level**: -11.73 eV

2.
A 2-piece molecular cluster, CH3O2S overall in a non-equilibrium geometry. Source: OMol25; level of theory: wB97M-V/def2-TZVPD.

Last column: Löwdin charge in e.
CARTESIAN COORDINATES (ANGSTROEM)
S 1.1171 1.5313 1.4527  -0.11
H -0.2012 1.2709 1.6852  -0.37
O -0.2793 -1.8001 -1.6597  0.01
C -0.2751 -1.0002 -0.7589  -0.49
O -0.2075 0.2960 -0.8696  -0.05
H -0.2542 -1.2802 0.2973  0.11
H 0.1002 0.9823 -0.1470  -0.10

**Energy above the lowest of the compared OMol25 structures with the same formula, charge and spin**: 10.0 kcal/mol
**Total charge**: -1
**M**: 79.10 u
**HOMO level**: -3.56 eV

3.
CH3O2S as an isolated structure. Source: OMol25; level of theory: wB97M-V/def2-TZVPD.

Last column: Löwdin charge in e.
CARTESIAN COORDINATES (ANGSTROEM)
S 1.8037 -0.2140 1.1314  0.13
H 2.5322 -1.1740 0.5467  -0.34
O -2.2992 0.7549 -0.9633  -0.05
C -1.2860 0.3711 -0.4051  -0.56
O -0.1259 0.1831 -0.9300  -0.12
H -1.3207 0.0971 0.6694  0.11
H 0.6960 -0.0182 -0.0491  -0.17

**Energy above the lowest of the compared OMol25 structures with the same formula, charge and spin**: 3.0 kcal/mol
**Total charge**: -1
**M**: 79.10 u
**HOMO level**: -4.22 eV

4.
One molecule with the formula CH3O3P in a non-equilibrium geometry. Source: OMol25; level of theory: wB97M-V/def2-TZVPD.

Last column: Löwdin charge in e.
CARTESIAN COORDINATES (ANGSTROEM)
O 1.9043 -1.8179 -1.3692  -0.44
P 1.2120 -0.5583 -1.1388  0.75
O 0.1192 -0.9977 -0.0689  -0.41
C -0.7461 0.2488 0.6955  -0.19
O 0.0434 1.3137 0.6064  -0.08
H -1.5983 0.1348 -0.0727  0.15
H -0.9315 0.0591 1.7131  0.11
H -0.0030 1.6175 -0.3654  0.12

**Energy above the lowest of the compared OMol25 structures with the same formula, charge and spin**: 40.1 kcal/mol
**M**: 94.01 u
**SMILES string**: O=POCO
**HOMO level**: -10.13 eV

5.
One molecule with the formula CH3O3PS in a non-equilibrium geometry. Source: OMol25; level of theory: wB97M-V/def2-TZVPD.

Last column: Löwdin charge in e.
CARTESIAN COORDINATES (ANGSTROEM)
O -2.6831 -0.4851 -1.4364  -0.31
P -1.2763 -0.7155 -1.2834  0.30
S 0.1787 -1.4664 -2.3324  0.29
O -0.7352 0.0091 0.1914  -0.31
C 0.6462 0.1587 0.7218  -0.27
O 0.8915 1.0589 1.8121  0.01
H 1.2173 0.4173 -0.0795  0.07
H 0.9416 -0.8492 1.0837  0.14
H 0.8194 1.8722 1.3226  0.08

**Energy above the lowest of the compared OMol25 structures with the same formula, charge and spin**: 14.7 kcal/mol
**M**: 126.07 u
**SMILES string**: O=P(=S)OCO
**HOMO level**: -10.48 eV

6.
An isolated ion of composition CH3O3S and charge -1 in a non-equilibrium geometry. Source: OMol25; level of theory: wB97M-V/def2-TZVPD.

Last column: Löwdin charge in e.
CARTESIAN COORDINATES (ANGSTROEM)
O -0.1468 -1.3766 -1.7203  -0.44
S -0.2407 -0.5738 -0.5227  0.53
O -0.4513 -1.2922 0.7210  -0.48
C 0.9889 0.6274 -0.1102  -0.44
O 0.7579 0.8605 1.2557  -0.22
H -1.7331 0.0345 -0.4335  0.05
H 0.6993 1.5387 -0.6401  0.02
H 0.1259 0.1814 1.4499  -0.02

**Energy above the lowest of the compared OMol25 structures with the same formula, charge and spin**: 86.7 kcal/mol
**Total charge**: -1
**M**: 95.10 u
**SMILES string**: O=[S@@H]([O-])=CO
**HOMO level**: -2.67 eV

7.
CH3O3S2 as an isolated structure in a non-equilibrium geometry. Source: OMol25; level of theory: wB97M-V/def2-TZVPD.

Last column: Löwdin charge in e.
CARTESIAN COORDINATES (ANGSTROEM)
C 0.4843 -0.5293 0.2649  -0.62
O -2.6598 0.2108 -2.2629  -0.46
O -1.6291 1.9012 -0.6967  -0.44
O -1.0993 -0.5924 -0.6122  -0.51
S 1.2734 0.9373 -0.0802  0.35
S -1.4155 0.5222 -1.6692  0.65
H 0.1623 -0.6193 1.2510  0.00
H 0.9236 -1.3851 -0.0605  -0.01
H -0.7018 2.1276 -0.1624  0.02

**Energy above the lowest of the compared OMol25 structures with the same formula, charge and spin**: 44.2 kcal/mol
**Total charge**: -1
**M**: 127.17 u
**HOMO level**: -3.90 eV

8.
A 2-piece molecular cluster, CH3O3Si overall in a non-equilibrium geometry. Source: OMol25; level of theory: wB97M-V/def2-TZVPD.

Last column: Löwdin charge in e.
CARTESIAN COORDINATES (ANGSTROEM)
C 1.0763 -0.1405 -0.2662  -0.68
O 1.3384 0.4293 0.9075  -0.08
O 1.9973 -0.3231 -1.0536  -0.03
O -1.3931 1.1130 -0.9961  -0.50
Si -0.7591 -0.2037 -0.5850  0.34
H 0.4193 0.5383 1.4919  0.05
H -1.2942 0.1292 1.4980  -0.04
H -1.3850 -1.5425 -0.9966  -0.06

**Energy above the lowest of the compared OMol25 structures with the same formula, charge and spin**: 55.9 kcal/mol
**Total charge**: -1
**M**: 91.12 u
**HOMO level**: -4.08 eV

9.
One molecule with the formula CH3O4P in a non-equilibrium geometry. Source: OMol25; level of theory: wB97M-V/def2-TZVPD.

Last column: Löwdin charge in e.
CARTESIAN COORDINATES (ANGSTROEM)
O 2.1126 0.8733 -0.4695  0.06
C 1.6971 -0.2135 -0.1803  -0.41
O 0.4139 -0.5269 -0.0390  -0.20
P -0.7757 0.5318 -0.5048  0.74
O -1.8040 -0.5726 -0.9681  -0.27
O -1.3318 0.8716 0.9845  -0.23
H 2.2498 -1.0366 -0.0266  0.10
H -1.8685 -1.3447 -0.2408  0.15
H -0.6933 1.4176 1.4446  0.05

**Energy above the lowest of the compared OMol25 structures with the same formula, charge and spin**: 9.5 kcal/mol
**M**: 110.00 u
**SMILES string**: O=COP(O)O
**HOMO level**: -9.85 eV

10.
A 2-piece molecular cluster, CH3O4S overall in a non-equilibrium geometry. Source: OMol25; level of theory: wB97M-V/def2-TZVPD.

Last column: Löwdin charge in e.
CARTESIAN COORDINATES (ANGSTROEM)
C -0.7462 -0.5801 -1.2458  -0.23
O 0.7330 1.3849 -2.2522  -0.45
O 1.8396 -0.3143 -0.7726  -0.47
O 1.2756 0.6229 1.9662  -0.21
O 0.7919 1.7557 1.3028  -0.29
S 0.6162 0.4673 -1.1053  0.65
H -1.1111 -1.2254 -0.4595  -0.01
H -1.4327 0.0813 -1.6594  -0.06
H 2.2506 0.6916 2.0473  0.07

**Energy above the lowest of the compared OMol25 structures with the same formula, charge and spin**: 155.8 kcal/mol
**Total charge**: -1
**M**: 111.10 u
**HOMO level (alpha / beta)**: -4.19 / -2.86 eV

11.
A 2-piece molecular cluster, CH3O4S2 overall in a non-equilibrium geometry. Source: OMol25; level of theory: wB97M-V/def2-TZVPD.

Last column: Löwdin charge in e.
CARTESIAN COORDINATES (ANGSTROEM)
C -1.5859 -0.5492 -0.3304  -0.63
O 1.0292 1.3957 0.8216  -0.19
O 2.7549 0.0760 -0.3037  -0.32
O 1.0235 -1.0493 1.0167  -0.37
O 0.4373 -0.0143 -1.0395  -0.38
S -2.1966 0.7695 0.2897  0.59
S 1.3793 0.0092 0.0563  0.35
H -1.8581 -0.8017 -1.3380  0.01
H -1.1105 -1.3688 0.1459  0.01
H 0.1270 1.5329 0.6816  -0.06

**Energy above the lowest of the compared OMol25 structures with the same formula, charge and spin**: 17.8 kcal/mol
**Total charge**: -1
**M**: 143.17 u
**HOMO level**: -4.94 eV

12.
CH3O4Si as an isolated structure in a non-equilibrium geometry. Source: OMol25; level of theory: wB97M-V/def2-TZVPD.

Last column: Löwdin charge in e.
CARTESIAN COORDINATES (ANGSTROEM)
C -0.8570 0.9348 0.7095  -0.21
O -1.1424 -0.2298 1.2283  -0.10
O -1.5885 2.1251 1.2341  -0.13
O 0.2737 -1.5579 -0.0898  -0.37
O 2.0444 -2.3613 -2.0898  -0.47
Si 1.3069 -1.2484 -1.2960  0.37
H -0.4035 -0.8806 0.6038  -0.08
H -1.2133 2.9086 0.8649  0.01
H 1.5798 0.3095 -1.1649  -0.02

**Energy above the lowest of the compared OMol25 structures with the same formula, charge and spin**: 73.9 kcal/mol
**Total charge**: -1
**M**: 107.12 u
**HOMO level**: -4.23 eV